# C3O4

A cluster of 3 separate species, C3O4 in total in a non-equilibrium geometry (ωB97M-V with the def2-TZVPD basis set, the Open Molecules 2025 dataset).

Last column: natural (NBO) charge in e.
Element x y z (Å)
C  1.2037  0.5692  0.3136  0.498
C  3.4226  -1.4969  -0.7670  0.504
C  -2.7354  0.5587  -0.2076  1.019
O  -3.3165  -0.3210  0.1788  -0.492
O  1.1211  1.0070  1.3475  -0.500
O  2.4141  -1.8127  -0.3785  -0.503
O  -2.1094  1.4957  -0.4868  -0.528

Summary:
Calculated total energy = -415.29667 Eh
Molar mass = 100.0 g mol⁻¹
Frontier orbital gap = 13.430 eV
LUMO = 0.50 eV